(1)
Formula: C39H51ClO3P4V
Source: OMol25
Level of theory: ωB97M-V with the def2-TZVPD basis set

Spin multiplicity: 2
LUMO level (spin up / spin down): -0.2864 / -0.2947 hartree
E_tot: -4511.42211 hartree
Orbital gap (spin up / spin down): 4.47 / 4.24 eV
Charge: +2

Last column: Mulliken spin population.
Atoms and positions in Å:
P: 0.896 1.856 -3.489  0.05
C: 2.394 2.578 -4.279  0.01
C: 2.995 2.070 -5.440  0.00
H: 2.606 1.167 -5.914  0.00
C: 4.093 2.726 -6.006  0.00
H: 4.544 2.322 -6.913  0.00
C: 4.607 3.882 -5.416  0.00
H: 5.470 4.386 -5.857  0.00
C: 4.009 4.393 -4.257  0.00
H: 4.400 5.301 -3.799  0.00
C: 2.916 3.744 -3.683  0.00
H: 2.450 4.138 -2.777  0.00
C: 0.765 0.300 -4.461  0.01
C: 1.532 -0.794 -4.014  0.00
H: 2.129 -0.696 -3.104  0.00
C: 1.546 -1.982 -4.744  0.00
H: 2.150 -2.820 -4.398  0.00
C: 0.794 -2.100 -5.919  0.00
H: 0.802 -3.034 -6.484  0.00
C: 0.038 -1.016 -6.367  0.00
H: -0.544 -1.090 -7.286  0.00
C: 0.021 0.180 -5.644  0.00
H: -0.567 1.023 -6.011  0.00
C: -0.386 2.859 -4.352  0.01
C: -0.120 3.679 -5.461  0.00
H: 0.899 3.795 -5.830  0.00
C: -1.164 4.350 -6.106  0.00
H: -0.938 4.980 -6.967  0.00
C: -2.477 4.213 -5.652  0.00
H: -3.290 4.738 -6.159  0.00
C: -2.745 3.401 -4.544  0.00
H: -3.771 3.284 -4.194  0.00
C: -1.709 2.742 -3.881  0.00
H: -1.916 2.138 -2.993  0.00
V: 0.535 0.460 1.548  1.08
C: -0.820 -1.137 1.603  -0.14
C: -1.317 -1.596 0.429  0.05
H: -1.120 -1.615 2.555  0.01
C: -0.814 -0.919 -0.840  -0.05
O: -1.983 -0.394 -1.539  0.01
H: -1.702 0.085 -2.342  0.00
C: 0.134 0.148 -0.509  0.06
H: -0.303 -1.668 -1.478  0.01
C: 0.826 1.217 -0.515  0.06
Cl: 1.972 1.995 2.416  0.02
P: -1.340 1.591 2.604  -0.07
P: 2.165 -1.255 2.071  -0.06
C: -0.979 2.699 3.983  0.00
H: -0.280 3.473 3.656  0.00
H: -0.518 2.093 4.799  0.00
H: -1.920 3.137 4.338  0.00
C: -1.911 2.698 1.272  0.00
H: -2.262 2.100 0.420  0.00
H: -1.072 3.328 0.949  0.00
H: -2.730 3.320 1.662  0.00
C: -2.871 0.794 3.181  0.00
H: -2.612 0.106 3.998  0.00
H: -3.333 0.229 2.362  0.00
H: -3.566 1.564 3.550  0.00
C: 3.021 -1.218 3.675  0.00
H: 2.357 -1.659 4.426  0.00
H: 3.202 -0.172 3.942  0.00
H: 3.967 -1.770 3.611  0.00
C: 1.804 -3.027 1.865  0.00
H: 1.288 -3.191 0.911  0.00
H: 1.142 -3.344 2.681  0.00
H: 2.735 -3.611 1.887  0.00
C: 3.499 -0.945 0.873  0.00
H: 3.868 0.079 1.003  0.00
H: 3.112 -1.060 -0.146  0.00
H: 4.301 -1.670 1.056  0.00
P: -2.614 -2.874 0.297  0.00
C: -2.781 -3.818 1.807  0.00
C: -2.103 -3.946 -1.047  0.00
H: -3.103 -3.174 2.637  0.00
H: -1.834 -4.311 2.068  0.00
H: -3.549 -4.587 1.631  0.00
H: -1.890 -3.339 -1.939  0.00
H: -2.923 -4.648 -1.256  0.00
H: -1.202 -4.501 -0.748  0.00
C: -4.169 -2.094 -0.125  0.00
H: -4.610 -1.627 0.766  0.00
H: -4.845 -2.870 -0.513  0.00
H: -3.976 -1.332 -0.891  0.00
H: 1.359 1.922 -1.153  -0.02
O: -0.063 0.822 5.942  0.00
C: -0.006 -0.396 5.613  0.00
O: 0.026 -0.903 4.452  -0.02
C: 0.017 -1.359 6.788  0.00
C: -0.155 -2.748 6.612  0.00
C: -0.240 -3.597 7.721  0.00
C: -0.131 -3.069 9.018  0.00
C: 0.075 -1.693 9.201  0.00
C: 0.162 -0.849 8.092  0.00
H: -0.233 -3.140 5.596  0.00
H: -0.394 -4.668 7.574  0.00
H: -0.206 -3.728 9.885  0.00
H: 0.166 -1.269 10.202  0.00
H: 0.321 0.223 8.215  0.00

Cartesian forces (eV/Å) of the 2 atoms listed first:
0.2 0.6 -2.0
0.5 0.2 0.3



(2)
Formula: C5H8O2
Source: OMol25
Level of theory: ωB97M-V with the def2-TZVPD basis set

Spin multiplicity: 1
LUMO level: 0.0281 hartree
Relative energy (zero: lowest compared OMol25 entry of this formula, charge and spin): 134.1 kJ/mol
E_tot: -345.75387 hartree
Orbital gap: 10.82 eV

Last column: Mulliken charge in e.
Atoms and positions in Å:
O: 1.592 2.526 -0.346  -0.46
C: 0.940 1.532 -0.305  0.00
C: 0.922 0.564 0.869  -0.61
C: 0.821 -0.933 0.526  -0.57
C: -0.576 -1.574 0.491  -0.60
C: -1.607 -0.793 -0.239  0.01
O: -2.249 -1.197 -1.158  -0.46
H: 0.349 1.264 -1.196  0.36
H: 0.097 0.945 1.478  0.36
H: 1.925 0.720 1.272  0.29
H: 1.398 -1.466 1.275  0.32
H: 1.286 -1.028 -0.460  0.37
H: -0.874 -1.605 1.558  0.29
H: -0.614 -2.648 0.303  0.38
H: -1.692 0.218 0.199  0.32

Cartesian forces (eV/Å) of the 2 atoms listed first:
0.5 0.8 0.3
-0.4 -1.1 -0.5



(3)
Formula: H80O40
Source: OMol25
Level of theory: ωB97M-V with the def2-TZVPD basis set

Spin multiplicity: 1
LUMO level: -0.0163 hartree
Relative energy (zero: lowest compared OMol25 entry of this formula, charge and spin): 819.6 kJ/mol
E_tot: -3057.44516 hartree
Orbital gap: 9.87 eV

Last column: Mulliken charge in e.
Atoms and positions in Å:
H: 0.280 -2.173 -1.560  0.28
H: -1.269 -2.035 -1.724  0.21
O: -0.561 -2.617 -1.573  -0.42
H: 0.786 3.369 0.197  0.03
H: 0.793 1.980 0.883  -0.05
O: 1.367 2.571 0.301  0.13
H: -2.795 0.529 4.410  0.25
H: -2.212 -0.815 5.065  0.27
O: -2.791 -0.429 4.425  -0.60
H: 2.218 -1.326 -4.906  0.27
H: 2.749 0.070 -5.395  0.24
O: 1.967 -0.460 -5.210  -0.53
H: 1.214 6.733 -0.885  0.32
H: -0.112 6.193 -0.214  0.27
O: 0.516 6.895 -0.224  -0.61
H: 2.189 -1.708 -0.855  0.20
O: 2.381 -2.412 -1.485  -0.58
H: 3.038 3.164 1.931  0.27
O: 3.616 3.199 1.124  -0.54
H: 0.493 -5.681 0.468  0.24
H: 0.869 -6.887 1.154  0.31
O: 0.369 -6.092 1.346  -0.54
H: 5.392 -1.847 1.087  0.26
H: 5.397 -1.639 -0.491  0.31
O: 5.292 -2.257 0.249  -0.60
H: 1.082 -2.694 3.132  0.44
H: 0.764 -1.429 4.045  0.07
O: 0.435 -1.966 3.297  -0.61
H: -2.648 -4.987 0.305  0.37
H: -3.600 -4.584 -0.839  0.30
O: -3.164 -5.367 -0.435  -0.70
H: -1.709 0.350 -2.835  -0.11
O: -1.990 -0.227 -2.126  0.27
H: -0.716 0.418 1.562  -0.18
H: -0.329 -0.673 2.604  0.09
O: 0.003 0.097 2.102  0.43
H: -1.169 -5.623 2.528  0.31
H: -2.671 -5.772 2.698  0.29
O: -1.993 -5.096 2.658  -0.60
H: 1.472 1.446 5.085  0.49
H: 0.315 2.260 5.720  0.29
O: 1.003 1.633 5.923  -0.66
H: 1.255 -3.415 -5.897  0.32
H: -0.070 -2.916 -5.173  0.30
O: 0.484 -2.834 -5.968  -0.63
H: 0.844 -3.984 4.444  0.30
H: 1.459 -5.198 3.734  0.26
O: 1.486 -4.252 3.715  -0.65
H: 0.034 1.292 -5.051  0.35
H: 0.318 1.096 -3.648  0.16
O: -0.421 1.457 -4.212  -0.53
H: -1.666 -6.366 -0.887  0.41
O: -0.753 -6.418 -1.216  -0.63
H: -5.559 2.586 0.714  0.34
H: -4.780 1.492 1.287  0.19
O: -5.365 2.267 1.615  -0.57
H: -3.031 0.325 -4.540  0.36
O: -3.049 1.154 -5.079  -0.69
H: 4.739 -0.620 2.589  0.24
H: 5.653 0.291 3.391  0.32
O: 4.711 -0.049 3.455  -0.71
H: 3.126 3.103 -0.754  0.36
H: 2.625 2.498 -1.844  0.21
O: 3.092 3.329 -1.713  -0.77
H: 2.958 0.549 3.850  0.33
H: 1.710 0.916 2.824  0.18
O: 2.250 1.157 3.622  -0.78
H: 0.855 4.189 -2.437  0.33
H: -0.415 4.231 -3.032  0.26
O: 0.124 4.834 -2.523  -0.60
H: -0.685 3.964 2.216  0.30
H: -1.295 2.669 2.492  0.06
O: -0.359 3.048 2.451  -0.55
H: 4.762 0.631 -2.565  0.36
H: 4.619 0.037 -3.796  0.24
O: 4.892 -0.274 -2.939  -0.57
H: 2.163 -0.070 -2.423  0.01
H: 0.830 -0.599 -3.175  0.13
O: 1.258 0.063 -2.656  -0.05
H: -3.275 3.417 3.663  0.24
H: -3.926 1.965 3.834  0.26
O: -3.312 2.505 3.298  -0.48
H: -2.064 2.535 -0.261  -0.13
H: -2.894 1.769 0.672  -0.17
O: -1.966 2.148 0.593  0.70
H: -2.341 2.530 -3.003  0.17
H: -3.612 2.061 -2.848  0.39
O: -2.864 2.195 -2.224  -0.56
H: 2.555 -2.176 5.376  0.33
O: 1.635 -2.044 5.622  -0.60
H: 4.248 1.123 -0.293  0.08
H: 4.186 1.337 1.022  0.50
O: 4.757 0.743 0.435  -0.58
H: -0.933 -5.974 -2.093  0.28
H: 2.303 -3.162 -0.914  0.27
H: -2.082 1.326 -5.075  0.34
H: 4.381 3.660 1.482  0.19
H: -2.597 0.338 -1.577  0.10
H: 1.317 -1.197 5.374  0.29
O: -3.481 -0.467 2.033  -0.44
H: -4.408 -0.615 2.223  0.27
H: -2.932 -0.564 2.827  0.15
O: 6.145 1.535 -1.689  -0.61
H: 6.716 0.852 -2.006  0.31
H: 6.255 1.654 -0.733  0.32
O: -3.674 -1.496 -3.814  -0.72
H: -2.899 -2.042 -3.918  0.30
H: -3.723 -1.203 -2.904  0.34
O: -4.171 -1.848 -0.792  -0.48
H: -5.093 -1.870 -0.603  0.23
H: -3.797 -1.244 -0.171  0.20
O: 1.552 -0.101 0.412  -0.12
H: 1.296 -0.873 0.920  0.30
H: 0.856 -0.059 -0.238  0.06
O: -4.097 4.881 0.260  -0.63
H: -3.483 4.733 -0.442  0.31
H: -4.542 4.055 0.481  0.21
O: -5.158 1.227 -2.981  -0.57
H: -5.090 0.952 -3.897  0.29
H: -6.086 1.437 -2.831  0.23

Cartesian forces (eV/Å) of the 2 atoms listed first:
0.4 0.5 -0.2
-1.1 1.8 -0.2



(4)
Formula: C3H12NOS2
Source: OMol25
Level of theory: ωB97M-V with the def2-TZVPD basis set

Spin multiplicity: 1
LUMO level: -0.3511 hartree
Relative energy (zero: lowest compared OMol25 entry of this formula, charge and spin): 680.1 kJ/mol
E_tot: -1047.38906 hartree
Orbital gap: 2.44 eV
Charge: +1

Last column: Mulliken charge in e.
Atoms and positions in Å:
N: 1.298 0.418 1.543  -0.23
C: 1.516 -0.277 0.264  0.30
C: 2.501 -1.416 0.532  -1.29
C: 0.219 -0.760 -0.288  -0.71
S: -1.013 0.828 -0.325  0.01
S: -6.245 0.334 0.168  -0.32
H: 2.076 0.993 1.903  0.31
H: -7.595 0.044 0.155  0.18
H: 0.439 0.899 1.336  0.16
H: 1.887 0.397 -0.488  0.38
H: 3.388 -1.175 1.144  0.37
H: 2.811 -1.699 -0.454  0.41
H: 2.002 -2.340 0.885  0.32
H: -0.169 -1.557 0.404  0.49
H: 0.459 -1.262 -1.249  0.41
H: -6.896 1.448 0.901  0.18
H: 0.475 1.767 -1.617  0.28
H: 1.471 1.814 -2.853  0.30
O: 1.375 1.544 -1.961  -0.54

Cartesian forces (eV/Å) of the 2 atoms listed first:
0.1 0.1 -2.3
2.1 -0.3 3.2